No. 1
A cluster of 2 separate species, C3H7INO in total at a distorted geometry. Source: OMol25; level of theory: the ωB97M-V functional and the def2-TZVPD basis.

As for the total charge: +1. For the molar mass, the calculation gives 199.999 u. Its energy relative to the best compared isomer or geometry (same formula, charge and spin) is 110.6 kcal/mol. As for the HOMO energy: -0.5025 Eh.

```
13
C3H7INO | OMol25 | the ωB97M-V functional and the def2-TZVPD basis
C -0.784 -1.278 -0.297
C 2.283 -0.959 0.543
C -1.112 1.188 0.197
N -1.141 -0.009 -0.766
O 1.101 -0.812 0.146
I 3.927 0.334 -0.026
H -1.209 -1.238 0.665
H 2.583 -1.738 1.206
H -1.639 0.819 1.091
H 0.001 1.328 0.351
H -1.573 2.078 -0.294
H -0.441 0.231 -1.446
H -1.996 0.055 -1.369
```

These are the natural (NBO) partial charges, in e, on atoms 1 to 2: C 0.162; C 0.334

=====

No. 2
A cluster of 2 separate species, C3H7INO in total at a distorted geometry. Source: OMol25; level of theory: the ωB97M-V functional and the def2-TZVPD basis.

As for the total charge: +1. For the molar mass, the calculation gives 199.999 u. Its energy relative to the best compared isomer or geometry (same formula, charge and spin) is 126.2 kcal/mol. As for the HOMO energy: -0.4645 Eh.

```
13
C3H7INO | OMol25 | the ωB97M-V functional and the def2-TZVPD basis
C 0.382 0.449 0.678
C 1.048 1.171 -0.562
C 1.505 -1.509 -0.575
N 1.151 -0.330 -0.269
O -2.174 -0.948 0.399
I -3.468 0.274 -0.164
H 0.967 0.619 1.576
H -0.734 0.360 0.898
H 0.327 1.442 -1.326
H 1.927 1.811 -0.483
H 2.179 -1.495 -1.501
H 1.053 -2.264 0.078
H -4.164 0.421 1.251
```

These are the natural (NBO) partial charges, in e, on atoms 1 to 2: C -0.244; C -0.207

=====

No. 3
The molecule C3H7N at a distorted geometry. Source: OMol25; level of theory: the ωB97M-V functional and the def2-TZVPD basis.

For the molar mass, the calculation gives 57.096 u. Its energy relative to the best compared isomer or geometry (same formula, charge and spin) is 33.9 kcal/mol. The SMILES is C[C@H]1CN1. As for the HOMO energy: -0.3540 Eh.

```
11
C3H7N | OMol25 | the ωB97M-V functional and the def2-TZVPD basis
C -0.837 0.300 -0.885
C -0.391 -0.300 0.345
C 1.038 -0.637 0.374
H -0.129 1.203 -0.962
H -0.801 -0.436 -1.748
H -1.779 0.738 -0.602
H -1.236 -0.947 0.808
H 1.537 -0.165 -0.460
H 1.556 -1.526 0.771
H 0.606 1.357 1.036
N 0.437 0.414 1.324
```

These are the natural (NBO) partial charges, in e, on atoms 1 to 2: C -0.625; C -0.086

=====

No. 4
The molecule C3H7N at a distorted geometry. Source: OMol25; level of theory: the ωB97M-V functional and the def2-TZVPD basis.

For the molar mass, the calculation gives 57.096 u. Its energy relative to the best compared isomer or geometry (same formula, charge and spin) is 27.5 kcal/mol. The SMILES is C[C@H]1CN1. As for the HOMO energy: -0.3574 Eh.

```
11
C3H7N | OMol25 | the ωB97M-V functional and the def2-TZVPD basis
C -0.209 -1.311 -0.559
C -0.522 0.069 -0.187
C 0.162 0.505 1.050
H 0.830 -1.553 -0.249
H -0.823 -2.063 -0.041
H -0.425 -1.498 -1.567
H -1.502 0.437 -0.376
H 0.791 -0.235 1.692
H -0.304 1.302 1.694
H 1.310 0.490 -0.676
N 0.505 1.077 -0.328
```

These are the natural (NBO) partial charges, in e, on atoms 1 to 2: C -0.621; C -0.106

=====

No. 5
A cluster of 2 separate species, C3H7N in total. Source: OMol25; level of theory: the ωB97M-V functional and the def2-TZVPD basis.

For the molar mass, the calculation gives 57.096 u. Its energy relative to the best compared isomer or geometry (same formula, charge and spin) is 34.5 kcal/mol. The SMILES is C=C.C=N. As for the HOMO energy: -0.3740 Eh.

```
11
C3H7N | OMol25 | the ωB97M-V functional and the def2-TZVPD basis
C 0.620 1.481 -2.785
C 1.845 1.028 -2.607
H 0.515 2.532 -3.017
H -0.217 0.803 -2.749
H 2.685 1.715 -2.627
H 2.068 0.025 -2.256
C -1.540 -1.497 3.592
N -0.844 -1.565 2.535
H -1.014 -1.419 4.541
H -2.628 -1.500 3.627
H -1.491 -1.603 1.744
```

These are the natural (NBO) partial charges, in e, on atoms 1 to 2: C -0.391; C -0.380

=====

No. 6
A structure of composition C3H7N at a distorted geometry. Source: OMol25; level of theory: the ωB97M-V functional and the def2-TZVPD basis.

As for the total charge: +1. As for the spin multiplicity: 2. For the molar mass, the calculation gives 57.096 u. Its energy relative to the best compared isomer or geometry (same formula, charge and spin) is 104.0 kcal/mol. As for the expectation value of S²: 0.759. As for the HOMO energy (alpha / beta): -0.5843 / -0.6132 Eh.

```
11
C3H7N | OMol25 | the ωB97M-V functional and the def2-TZVPD basis
C 1.337 -0.238 0.648
C 0.875 0.085 -0.632
N -0.497 -0.022 -1.049
C -1.418 0.339 0.099
H 1.105 -1.236 1.020
H 2.063 0.344 1.211
H 1.402 0.365 -1.550
H -0.015 -0.954 -0.731
H -2.440 0.325 -0.254
H -1.117 1.361 0.325
H -1.295 -0.369 0.914
```

These are the natural (NBO) partial charges, in e, on atoms 1 to 2: C -0.218; C 0.132

=====

No. 7
A structure of composition C3H7N2 at a distorted geometry. Source: OMol25; level of theory: the ωB97M-V functional and the def2-TZVPD basis.

As for the total charge: +1. For the molar mass, the calculation gives 71.103 u. Its energy relative to the best compared isomer or geometry (same formula, charge and spin) is 135.5 kcal/mol. As for the HOMO energy: -0.5431 Eh.

```
12
C3H7N2 | OMol25 | the ωB97M-V functional and the def2-TZVPD basis
C -0.307 -0.688 0.749
C 0.313 0.644 -1.694
C -0.047 0.160 -0.377
N -0.189 -2.312 1.838
N -0.257 1.565 -0.523
H -0.605 -0.120 1.658
H 0.076 -2.938 1.134
H 1.297 0.700 -2.065
H -0.425 0.420 -2.504
H 0.681 -1.797 2.193
H 0.220 2.338 -0.026
H -1.224 1.599 -0.652
```

These are the natural (NBO) partial charges, in e, on atoms 1 to 2: C -0.032; C -0.184

=====

No. 8
A cluster of 2 separate species, C3H7N2 in total at a distorted geometry. Source: OMol25; level of theory: the ωB97M-V functional and the def2-TZVPD basis.

As for the total charge: +1. For the molar mass, the calculation gives 71.103 u. Its energy relative to the best compared isomer or geometry (same formula, charge and spin) is 148.8 kcal/mol. As for the HOMO energy (alpha / beta): -0.5748 / -0.5758 Eh.

```
12
C3H7N2 | OMol25 | the ωB97M-V functional and the def2-TZVPD basis
C -0.871 -0.431 0.088
C 0.584 -0.414 0.545
C 1.656 0.372 -0.052
N -0.261 -1.484 -0.155
N -3.048 0.124 0.084
H 0.975 -0.637 1.578
H 2.603 0.180 0.406
H 1.523 1.413 0.169
H 1.583 0.568 -1.130
H -0.567 -2.427 -0.249
H -2.715 1.164 0.185
H -3.210 0.222 -0.932
```

These are the natural (NBO) partial charges, in e, on atoms 1 to 2: C 0.483; C -0.037

=====

No. 9
A structure of composition C3H7N2 at a distorted geometry. Source: OMol25; level of theory: the ωB97M-V functional and the def2-TZVPD basis.

As for the total charge: +1. For the molar mass, the calculation gives 71.103 u. Its energy relative to the best compared isomer or geometry (same formula, charge and spin) is 68.7 kcal/mol. As for the HOMO energy: -0.5542 Eh.

```
12
C3H7N2 | OMol25 | the ωB97M-V functional and the def2-TZVPD basis
C -1.109 -0.166 -0.893
C -0.149 -1.247 0.440
C 0.383 -0.114 -0.490
N -1.429 -1.192 -0.209
N 0.480 1.140 0.388
H -1.610 0.417 -1.746
H 0.494 -2.149 0.503
H -0.155 -0.908 1.495
H 1.434 -0.131 -1.291
H 1.501 1.479 0.522
H 0.268 1.011 1.378
H -0.108 1.859 -0.097
```

These are the natural (NBO) partial charges, in e, on atoms 1 to 2: C 0.040; C -0.254

=====

No. 10
The ion C3H7N2 with charge +1 at a distorted geometry. Source: OMol25; level of theory: the ωB97M-V functional and the def2-TZVPD basis.

As for the total charge: +1. For the molar mass, the calculation gives 71.103 u. Its energy relative to the best compared isomer or geometry (same formula, charge and spin) is 68.1 kcal/mol. The SMILES is CC(C)=[N+]=N. As for the HOMO energy: -0.5894 Eh.

```
12
C3H7N2 | OMol25 | the ωB97M-V functional and the def2-TZVPD basis
C -0.059 -0.183 -0.160
C 0.312 1.011 0.786
C 0.192 -0.003 -1.638
N -0.646 -1.920 1.329
N -0.557 -1.038 0.525
H -0.173 0.907 1.713
H 1.394 0.950 0.962
H 0.246 2.011 0.262
H -0.791 0.333 -2.017
H 0.649 -0.914 -1.937
H 0.874 0.842 -1.692
H -1.442 -1.995 1.867
```

These are the natural (NBO) partial charges, in e, on atoms 1 to 2: C 0.339; C -0.614

=====

No. 11
The ion C3H7N2O with charge +1 at a distorted geometry. Source: OMol25; level of theory: the ωB97M-V functional and the def2-TZVPD basis.

As for the total charge: +1. For the molar mass, the calculation gives 87.102 u. Its energy relative to the best compared isomer or geometry (same formula, charge and spin) is 90.1 kcal/mol. The SMILES is [NH2+]=C1CCN1O. As for the HOMO energy: -0.5225 Eh.

```
13
C3H7N2O | OMol25 | the ωB97M-V functional and the def2-TZVPD basis
C -0.566 -0.500 -0.055
C -0.810 0.976 -0.001
C 0.665 1.181 0.102
N 0.868 -0.228 -0.113
N -1.218 -1.664 0.051
O 1.888 -1.073 0.071
H -1.022 1.524 -0.973
H -1.495 1.346 0.653
H 1.166 1.683 -0.680
H 0.845 1.718 1.111
H -2.235 -1.829 0.216
H -0.773 -2.523 -0.139
H 2.687 -0.611 -0.242
```

These are the natural (NBO) partial charges, in e, on atoms 1 to 2: C 0.539; C -0.469

=====

No. 12
The ion C3H7N2O with charge +1 at a distorted geometry. Source: OMol25; level of theory: the ωB97M-V functional and the def2-TZVPD basis.

As for the total charge: +1. For the molar mass, the calculation gives 87.102 u. Its energy relative to the best compared isomer or geometry (same formula, charge and spin) is 31.2 kcal/mol. The SMILES is O[C@H]1CNC=[NH+]1. As for the HOMO energy: -0.5575 Eh.

```
13
C3H7N2O | OMol25 | the ωB97M-V functional and the def2-TZVPD basis
C 0.739 0.500 -1.177
C -1.065 0.192 0.081
C 0.074 -0.529 0.754
N -0.570 0.455 -1.297
N 1.270 0.123 -0.077
O 0.155 -0.496 2.124
H 1.284 0.784 -2.063
H -1.988 -0.394 0.181
H -1.215 1.285 0.460
H 0.016 -1.534 0.249
H -1.258 0.954 -1.911
H 2.208 -0.045 0.034
H 0.349 -1.295 2.641
```

These are the natural (NBO) partial charges, in e, on atoms 1 to 2: C 0.378; C -0.272